No. 1
The following is a DFT calculation (ωB97M-V/def2-TZVPD) of a cluster of 16 separate species, C55H78O48 in total.

Results
Charge: 0
Spin multiplicity: 1
Relative energy (zero: lowest compared OMol25 entry of this formula, charge and spin), kcal/mol: 18.7

Each line ends with the Löwdin charge.
Positions of all 181 atoms, in Å:
C: 0.0228 7.8690 0.6125  -0.006
C: -0.3634 7.0636 1.8091  -0.275
C: -1.8084 6.8486 2.0705  -0.096
O: -2.1627 5.7455 1.2290  0.022
C: -0.9716 5.0146 1.0522  -0.531
O: -0.9637 3.9421 0.5187  0.161
O: 0.0752 5.6718 1.5276  0.070
H: -0.3768 7.4480 -0.3111  0.093
H: 1.0958 7.9090 0.5850  0.087
H: -0.3402 8.8912 0.7037  0.098
H: 0.1672 7.2964 2.7171  0.160
H: -2.3567 7.7570 1.8500  0.144
H: -1.9610 6.4919 3.0835  0.144
C: 2.1262 3.2312 2.6379  -0.014
C: 2.9093 2.0637 3.0520  -0.329
C: 4.4326 2.1086 2.8521  -0.006
O: 4.8911 1.4337 4.1102  0.087
C: 3.9100 1.4425 4.9841  -0.637
O: 4.0017 1.0556 6.0838  0.185
O: 2.7752 1.9261 4.4509  0.083
H: 2.1390 3.4509 1.5956  0.057
H: 2.3652 4.1500 3.1702  0.102
H: 1.0816 3.0517 2.9061  0.093
H: 2.5486 1.1246 2.5513  0.162
H: 4.7519 3.1352 2.7327  0.130
H: 4.8420 1.6612 1.9533  0.085
C: -3.6308 0.0455 -4.3048  -0.019
C: -4.3146 0.7505 -5.4945  -0.327
C: -3.7786 0.3864 -6.8550  -0.078
O: -5.0026 0.3415 -7.6259  0.049
C: -6.0986 0.1668 -6.7897  -0.520
O: -7.1874 0.0018 -7.1355  0.210
O: -5.6647 0.3139 -5.4707  0.069
H: -2.5712 0.3537 -4.2440  0.068
H: -3.6378 -1.0597 -4.3411  0.084
H: -4.1405 0.4610 -3.4407  0.081
H: -4.2073 1.8092 -5.3233  0.146
H: -3.2874 -0.5674 -6.9727  0.120
H: -3.1256 1.1320 -7.2651  0.105
C: -1.2126 -0.8938 -1.3571  0.010
C: -0.1105 -0.2883 -0.4915  -0.287
C: -0.5040 0.1960 0.8704  -0.076
O: 0.3307 -0.4800 1.7908  0.093
C: 1.0888 -1.3154 1.0991  -0.556
O: 2.0011 -2.0051 1.5974  0.097
O: 0.7948 -1.3644 -0.1806  0.085
H: -1.6662 -1.6640 -0.7430  0.072
H: -0.7511 -1.2653 -2.3012  0.091
H: -1.8525 -0.0433 -1.6366  0.070
H: 0.4205 0.4626 -1.0316  0.117
H: -1.5800 0.0430 1.1321  0.141
H: -0.3575 1.2551 0.9044  0.118
C: -5.6517 1.2849 3.0098  -0.024
C: -4.5811 1.9600 2.2689  -0.297
C: -4.3641 3.4257 2.4937  -0.037
O: -3.4415 3.4427 3.6511  0.087
C: -2.7382 2.3250 3.6006  -0.637
O: -1.7657 2.0764 4.1921  0.188
O: -3.2496 1.4606 2.7028  0.047
H: -6.6264 1.5401 2.5770  0.103
H: -5.6868 1.5484 4.0714  0.107
H: -5.5760 0.1983 3.0151  0.077
H: -4.5973 1.6945 1.2073  0.162
H: -5.2652 3.9267 2.7634  0.134
H: -3.8418 3.8245 1.6498  0.111
C: 1.7600 0.8449 -4.2324  0.001
C: 0.4865 1.6624 -4.2295  -0.325
C: 0.8017 3.1220 -4.6122  -0.029
O: 0.0874 3.3653 -5.8992  0.102
C: -0.4687 2.2465 -6.2741  -0.585
O: -1.0067 2.0479 -7.3024  0.166
O: -0.3520 1.2609 -5.3029  0.031
H: 2.2269 1.0103 -5.1912  0.096
H: 1.4525 -0.1980 -4.1232  0.078
H: 2.4320 1.1053 -3.3977  0.093
H: -0.0631 1.5857 -3.2898  0.140
H: 1.8977 3.3031 -4.7014  0.145
H: 0.3283 3.7740 -3.8843  0.104
C: -2.6587 -4.3160 -3.0615  -0.007
C: -2.9672 -4.6719 -1.5917  -0.308
C: -4.4173 -4.6413 -1.1542  -0.112
O: -4.5671 -5.7422 -0.2799  0.039
C: -3.4586 -6.5814 -0.4098  -0.537
O: -3.3037 -7.5415 0.1891  0.225
O: -2.6382 -6.0497 -1.3886  0.069
H: -3.3373 -4.7383 -3.8062  0.090
H: -1.6492 -4.6087 -3.3868  0.079
H: -2.8366 -3.2703 -3.1821  0.054
H: -2.3227 -4.0237 -0.9985  0.113
H: -5.1830 -4.7143 -1.9491  0.141
H: -4.6556 -3.7713 -0.5187  0.130
C: 4.9279 -1.8397 4.1881  -0.139
C: 6.3666 -2.0763 4.4082  -0.117
O: 6.3902 -2.7708 5.6888  0.040
C: 5.1309 -2.6260 6.3126  -0.516
O: 4.7910 -3.0339 7.3294  0.217
O: 4.3254 -1.8421 5.4894  0.010
H: 4.5396 -2.7262 3.6819  0.131
H: 4.6180 -0.9651 3.6241  0.115
H: 7.0578 -1.2545 4.4574  0.123
H: 6.8226 -2.7400 3.6454  0.136
C: 1.0082 -5.2523 3.9383  -0.082
C: 1.4310 -5.6716 2.5198  -0.121
O: 2.7345 -6.2543 2.7356  0.037
C: 3.2093 -5.8431 3.9706  -0.548
O: 4.2831 -6.0810 4.3823  0.176
O: 2.2945 -5.0166 4.5877  0.033
H: 0.5390 -6.1174 4.3819  0.128
H: 0.5465 -4.2694 4.0649  0.115
H: 1.5887 -4.7474 1.9393  0.107
H: 0.7893 -6.4243 2.0144  0.144
C: 2.2889 4.7057 -1.1909  -0.108
C: 3.7619 4.5784 -0.8171  -0.095
O: 3.9032 3.2262 -0.3319  0.040
C: 2.7886 2.5412 -0.7629  -0.542
O: 2.6336 1.3858 -0.5435  0.181
O: 1.9820 3.3401 -1.5236  0.041
H: 2.1990 5.3694 -2.0287  0.123
H: 1.6313 5.0872 -0.3976  0.112
H: 4.0475 5.2945 -0.0098  0.146
H: 4.4234 4.7081 -1.6752  0.134
C: 5.3333 -1.5676 -0.9922  -0.077
C: 5.1598 -1.8361 0.4400  -0.115
O: 5.5195 -0.5678 1.0762  0.052
C: 5.9035 0.2975 0.1076  -0.615
O: 6.1140 1.4707 0.3766  0.089
O: 5.8869 -0.1950 -1.0725  0.126
H: 4.4337 -1.6880 -1.5348  0.106
H: 5.9944 -2.3142 -1.4119  0.130
H: 5.8611 -2.5766 0.8517  0.139
H: 4.1616 -2.1305 0.7237  0.097
C: -2.7172 -2.6255 3.8562  -0.085
C: -3.6080 -2.0621 2.7460  -0.062
O: -2.8591 -2.4352 1.5531  0.034
C: -1.8737 -3.2920 1.8674  -0.550
O: -1.1474 -3.7256 1.0124  0.132
O: -1.7930 -3.4894 3.1918  0.090
H: -3.3795 -3.1931 4.4849  0.141
H: -2.1696 -1.7679 4.1868  0.114
H: -3.6906 -0.9860 2.7573  0.096
H: -4.5654 -2.5616 2.6457  0.130
C: -2.4107 5.5118 -2.9116  -0.095
C: -3.5471 5.5692 -1.9001  -0.097
O: -3.7364 4.1858 -1.5260  0.061
C: -2.5709 3.5277 -1.8409  -0.579
O: -2.3324 2.3936 -1.6177  0.156
O: -1.7240 4.3281 -2.5170  0.034
H: -1.7575 6.3826 -2.8244  0.134
H: -2.7697 5.3465 -3.9233  0.136
H: -4.4571 5.9677 -2.3080  0.130
H: -3.3273 6.1097 -1.0108  0.102
C: 1.1938 -5.2542 -0.9931  -0.086
C: 1.1632 -3.9857 -1.8549  -0.055
O: 2.5223 -3.4828 -1.6786  0.073
C: 3.2613 -4.3084 -0.9736  -0.564
O: 4.4320 -4.1395 -0.7930  0.142
O: 2.5633 -5.3958 -0.5197  0.061
H: 0.9115 -6.1974 -1.4500  0.133
H: 0.5891 -5.1782 -0.0683  0.097
H: 0.4602 -3.2791 -1.4196  0.096
H: 0.9432 -4.2295 -2.8947  0.123
C: -0.7157 -1.8907 -5.6683  -0.146
C: -0.1115 -1.8029 -7.0331  -0.117
O: 0.0311 -3.1488 -7.4944  0.062
C: 0.0223 -3.9821 -6.3913  -0.523
O: 0.2911 -5.0986 -6.3322  0.219
O: -0.4085 -3.2222 -5.2875  0.008
H: -1.8007 -1.7467 -5.6929  0.108
H: -0.2769 -1.2297 -4.9388  0.092
H: 0.8915 -1.4248 -6.9503  0.128
H: -0.7044 -1.2413 -7.7484  0.135
C: 0.4826 0.0930 6.2406  -0.127
C: 1.1130 -0.9942 5.4194  -0.050
O: 0.0323 -2.0225 5.4572  0.047
C: -0.9254 -1.6746 6.3160  -0.539
O: -1.9642 -2.2584 6.5532  0.107
O: -0.6582 -0.4434 6.9368  0.051
H: 0.1372 0.8645 5.5269  0.119
H: 1.2677 0.4093 6.9393  0.136
H: 2.0479 -1.4666 5.7420  0.121
H: 1.2370 -0.7530 4.3438  0.123

Cartesian forces (eV/Å) of the 6 atoms listed first:
C -0.29 0.59 0.12
C 1.01 -1.44 -0.04
C -0.49 -0.18 0.34
O 1.44 -0.32 -0.45
C -1.50 -0.52 -0.44
O 0.11 0.63 0.37

---

No. 2
The following is a DFT calculation (ωB97M-V/def2-TZVPD) of a cluster of 15 separate species, C55H98N17O3 in total.

Results
Charge: +1
Spin multiplicity: 1

Each line ends with the Löwdin charge.
Positions of all 173 atoms, in Å:
C: 4.1178 0.8417 4.7149  -0.056
C: 2.9483 0.1279 5.3518  -0.245
O: 2.7993 -1.1793 4.8095  -0.154
C: 1.4846 -1.5720 4.4942  -0.144
C: 1.4739 -2.6137 3.3586  -0.358
C: 0.2604 -3.5538 3.5073  -0.100
C: -0.5581 -3.9141 2.2513  -0.186
C: -2.0369 -3.5616 2.3759  -0.218
C: -2.8617 -4.0986 1.2118  -0.218
C: -4.2676 -3.5014 1.1182  -0.204
C: -4.3737 -2.2275 0.2453  -0.206
C: -5.4463 -2.3734 -0.8341  -0.203
C: -6.8703 -2.3914 -0.2713  -0.173
C: -7.5532 -1.0418 -0.2186  -0.241
O: -6.7251 -0.0604 0.4044  -0.220
C: -7.3591 1.2021 0.4025  -0.118
C: 2.8283 -3.3507 3.3081  -0.054
N: 3.6025 -2.5103 2.3718  0.147
C: 2.8282 -1.5334 1.9199  -0.342
N: 3.2136 -0.4203 1.3562  0.149
C: 2.2669 0.6183 0.9089  -0.159
C: 2.9785 1.9292 0.6169  -0.173
C: 2.1094 2.8194 -0.2888  -0.193
C: 2.4846 2.9038 -1.7840  -0.202
C: 1.8054 1.9048 -2.7373  -0.188
C: 2.4060 0.5031 -2.9578  -0.209
C: 3.9268 0.4237 -3.0478  -0.217
C: 4.4655 -0.9637 -3.4136  -0.196
C: 3.9172 -2.1362 -2.5834  -0.164
C: 4.9580 -3.1929 -2.1914  -0.228
O: 4.7428 -4.4077 -2.8894  -0.192
C: 4.7094 -5.5565 -2.0830  -0.124
N: 1.4667 -1.8063 2.0925  0.149
H: 4.9928 0.1892 4.7079  0.082
H: 4.3707 1.7290 5.2953  0.085
H: 3.8864 1.1612 3.6960  0.055
H: 3.1053 0.0403 6.4317  0.126
H: 2.0257 0.6998 5.2043  0.105
H: 0.9165 -0.7024 4.1429  0.124
H: 0.9713 -1.9833 5.3712  0.138
H: 0.6422 -4.4839 3.9339  0.094
H: -0.4141 -3.1362 4.2576  0.111
H: -0.1954 -3.4198 1.3501  0.092
H: -0.4705 -4.9865 2.0558  0.121
H: -2.1334 -2.4684 2.3972  0.122
H: -2.4308 -3.9654 3.3134  0.121
H: -2.9399 -5.1859 1.3052  0.115
H: -2.3303 -3.8953 0.2747  0.112
H: -4.9231 -4.2631 0.6876  0.106
H: -4.6570 -3.3056 2.1214  0.112
H: -4.6017 -1.3584 0.8656  0.094
H: -3.4089 -2.0446 -0.2391  0.105
H: -5.3640 -1.5735 -1.5771  0.115
H: -5.2613 -3.3153 -1.3605  0.110
H: -6.8725 -2.8431 0.7254  0.114
H: -7.5192 -3.0204 -0.8892  0.105
H: -7.7938 -0.7023 -1.2324  0.096
H: -8.4867 -1.1258 0.3492  0.125
H: -7.0024 1.7881 1.2506  0.084
H: -8.4456 1.1052 0.4878  0.090
H: -7.1444 1.7481 -0.5239  0.094
H: 3.3254 -3.3482 4.2743  0.136
H: 2.7425 -4.3837 2.9747  0.097
H: 4.5873 -2.3594 2.5308  0.163
H: 4.2014 -0.2696 1.2040  0.164
H: 1.5637 0.7659 1.7281  0.097
H: 1.7080 0.2662 0.0437  0.118
H: 3.9424 1.7346 0.1373  0.106
H: 3.1515 2.4188 1.5773  0.103
H: 2.1900 3.8308 0.1171  0.101
H: 1.0556 2.5408 -0.1862  0.092
H: 2.1599 3.8934 -2.1138  0.093
H: 3.5713 2.9142 -1.8892  0.081
H: 0.7749 1.7764 -2.3901  0.086
H: 1.7237 2.3813 -3.7176  0.109
H: 2.0200 0.1465 -3.9193  0.119
H: 2.0143 -0.2024 -2.2217  0.083
H: 4.4072 0.7964 -2.1368  0.095
H: 4.2361 1.1160 -3.8387  0.120
H: 5.5560 -0.9569 -3.3389  0.103
H: 4.2315 -1.1388 -4.4668  0.117
H: 3.4289 -1.7581 -1.6837  0.083
H: 3.1606 -2.6729 -3.1594  0.122
H: 4.9151 -3.3970 -1.1162  0.102
H: 5.9666 -2.8432 -2.4375  0.119
H: 5.6420 -5.6837 -1.5181  0.087
H: 4.5879 -6.4116 -2.7452  0.090
H: 3.8694 -5.5296 -1.3748  0.084
H: 1.2032 -2.3740 1.2876  0.135
C: -1.1254 2.1104 5.1069  -0.066
C: -0.4032 2.4503 3.8885  -0.249
N: 0.1567 2.7317 2.9256  0.164
H: -0.8154 2.7585 5.9241  0.064
H: -2.1938 2.2404 4.9478  0.076
H: -0.9263 1.0741 5.3771  0.078
C: 3.4392 7.3648 -3.3139  -0.073
C: 4.2092 6.2420 -2.7998  -0.260
N: 4.8132 5.3495 -2.4028  0.138
H: 3.9381 7.7942 -4.1782  0.056
H: 2.4498 7.0333 -3.6217  0.079
H: 3.3385 8.1270 -2.5433  0.089
C: -3.8068 1.8553 0.5530  -0.055
C: -2.6786 1.7169 -0.3583  -0.274
N: -1.7733 1.6326 -1.0595  0.144
H: -4.6574 1.2834 0.1825  0.057
H: -3.5271 1.4787 1.5356  0.082
H: -4.0862 2.9048 0.6374  0.089
C: -8.5011 -2.7501 -4.1100  -0.053
C: -9.2903 -1.8230 -3.3104  -0.280
N: -9.9244 -1.1073 -2.6744  0.144
H: -7.8801 -3.3624 -3.4580  0.076
H: -9.1628 -3.4015 -4.6777  0.054
H: -7.8634 -2.2047 -4.8031  0.092
C: -0.7894 5.0892 0.6366  -0.080
C: -1.5337 6.3319 0.7812  -0.284
N: -2.1209 7.3104 0.9034  0.127
H: -1.4332 4.3111 0.2293  0.058
H: 0.0530 5.2319 -0.0378  0.073
H: -0.4161 4.7654 1.6066  0.043
C: -4.9153 2.5665 7.4481  -0.054
C: -3.5658 3.0898 7.6025  -0.252
N: -2.5010 3.4948 7.7460  0.150
H: -5.6312 3.3858 7.4759  0.091
H: -5.0083 2.0448 6.4973  0.081
H: -5.1345 1.8740 8.2584  0.089
C: 3.8318 -8.2709 2.9662  -0.074
C: 2.9328 -7.3184 3.6006  -0.256
N: 2.2121 -6.5803 4.1061  0.140
H: 4.3979 -8.8158 3.7184  0.061
H: 3.2600 -8.9866 2.3803  0.076
H: 4.5228 -7.7435 2.3102  0.084
C: -0.6800 6.3989 7.7518  -0.087
C: -1.2334 7.7455 7.7346  -0.288
N: -1.6694 8.8068 7.7202  0.126
H: -1.4156 5.6882 7.3836  0.032
H: 0.2093 6.3599 7.1246  0.079
H: -0.4105 6.1215 8.7691  0.082
C: 4.2037 9.5683 -7.5694  -0.063
C: 3.1290 9.0515 -6.7337  -0.273
N: 2.2709 8.6597 -6.0793  0.138
H: 3.9560 9.4216 -8.6188  0.086
H: 4.3379 10.6315 -7.3806  0.086
H: 5.1327 9.0461 -7.3480  0.083
C: 8.2789 4.2710 -2.7833  -0.073
C: 9.3911 4.6512 -3.6411  -0.273
N: 10.2680 4.9521 -4.3173  0.137
H: 8.5742 4.3441 -1.7384  0.083
H: 7.4279 4.9277 -2.9558  0.050
H: 7.9791 3.2474 -3.0000  0.081
C: -10.6384 -3.1319 -7.6133  -0.074
C: -9.8383 -4.2684 -7.1833  -0.294
N: -9.1751 -5.1257 -6.8031  0.124
H: -10.1881 -2.6730 -8.4918  0.088
H: -11.6480 -3.4556 -7.8596  0.086
H: -10.6833 -2.3901 -6.8179  0.018
C: -13.5624 -1.2535 -4.0634  -0.061
C: -12.5139 -0.9610 -5.0276  -0.268
N: -11.6884 -0.7075 -5.7833  0.141
H: -13.1578 -1.1758 -3.0555  0.079
H: -14.3770 -0.5413 -4.1792  0.086
H: -13.9430 -2.2607 -4.2220  0.084
C: 13.3424 6.4831 -5.4570  -0.086
C: 13.8679 6.9489 -6.7323  -0.292
N: 14.2796 7.3193 -7.7377  0.119
H: 13.7010 7.1247 -4.6542  0.080
H: 12.2544 6.4977 -5.4694  0.052
H: 13.6701 5.4624 -5.2708  0.080
C: 2.7156 -13.0361 2.9951  -0.063
C: 3.7844 -12.0887 3.2773  -0.265
N: 4.6282 -11.3481 3.5167  0.138
H: 1.7578 -12.5198 2.9723  0.083
H: 2.8889 -13.5124 2.0321  0.086
H: 2.6891 -13.7998 3.7699  0.087

Cartesian forces (eV/Å) of the 6 atoms listed first:
C 0.04 -0.03 -0.05
C -0.14 0.12 0.38
O 0.13 0.16 -0.47
C -0.28 -0.07 0.23
C -0.19 -0.04 -0.02
C 0.04 -0.11 -0.12

---

| no. | largest force on an atom (eV/Å) | HOMO level (eV) |
| --- | --- | --- |
| 1 | 5.25 | -10.076 |
| 2 | 0.73 | -11.477 |